Molecular formula: C3H6N2O2
Method: DFT, wB97M-V/def2-TZVPD

```
! RIJCOSX wB97M-V def2-TZVPD def2/J DEFGRID3
* xyz 0 1
H 0.333 -1.659 0.172
N 0.969 1.072 -0.761
C 0.148 -0.845 0.880
C 1.674 0.722 0.213
O 1.362 -0.213 1.194
H -2.062 0.459 -1.379
C -0.909 0.119 0.302
H -1.242 -1.014 -1.475
O -1.488 0.945 0.953
N -1.254 -0.078 -1.097
H 2.675 1.106 0.455
H 0.052 0.640 -1.259
H -0.257 -1.255 1.803
*
```

E = -377.84898 Ha
Kohn-Sham gap = 9.72 eV
structure (SMILES) = [H]/N=C\OCC(N)=O